# 1
{
  "formula": "C19H37NO4",
  "method": "the ωB97M-V functional and the def2-TZVPD basis",
  "symbols": ["C", "C", "C", "C", "O", "N", "C", "C", "C", "C", "C", "C", "C", "C", "C", "C", "C", "O", "C", "C", "O", "H", "H", "H", "H", "H", "H", "H", "H", "H", "H", "H", "H", "H", "H", "H", "H", "H", "H", "H", "H", "H", "H", "H", "H", "H", "H", "H", "H", "H", "H", "H", "C", "C", "O", "H", "H", "H", "H", "H", "H"],
  "coordinates": [[4.421, 3.637, -0.741], [5.265, 2.629, -0.826], [5.473, 1.558, 0.218], [4.378, 1.603, 1.280], [4.369, 2.304, 2.262], [3.373, 0.678, 0.954], [3.787, -0.058, -0.261], [3.291, -1.495, -0.286], [1.830, -1.633, 0.142], [1.262, -3.015, -0.195], [-0.269, -3.090, -0.264], [-0.975, -3.352, 1.072], [-1.059, -2.193, 2.070], [-2.232, -1.210, 1.886], [-2.618, -0.852, 0.451], [-1.693, 0.210, -0.159], [-1.595, 0.180, -1.683], [-2.204, 1.338, -2.236], [-2.994, 1.094, -3.375], [5.308, 0.149, -0.377], [6.087, -0.829, 0.273], [4.262, 4.288, -1.590], [3.874, 3.866, 0.164], [5.891, 2.538, -1.709], [6.426, 1.697, 0.732], [3.212, 0.094, 1.768], [3.325, 0.465, -1.105], [3.922, -2.098, 0.372], [3.407, -1.874, -1.304], [1.766, -1.469, 1.219], [1.230, -0.869, -0.361], [1.644, -3.286, -1.183], [1.643, -3.763, 0.506], [-0.531, -3.912, -0.934], [-0.637, -2.182, -0.746], [-0.429, -4.170, 1.550], [-1.982, -3.738, 0.889], [-0.116, -1.646, 2.104], [-1.178, -2.631, 3.064], [-3.109, -1.574, 2.423], [-1.954, -0.273, 2.379], [-2.664, -1.737, -0.186], [-3.633, -0.448, 0.475], [-0.699, 0.145, 0.288], [-2.073, 1.201, 0.095], [-0.549, 0.134, -2.009], [-2.085, -0.717, -2.081], [-3.681, 0.257, -3.214], [-2.382, 0.882, -4.259], [-3.577, 1.994, -3.565], [5.600, 0.156, -1.427], [5.970, -0.752, 1.226], [-5.844, 3.183, 1.172], [-5.796, 2.048, 0.168], [-6.500, 0.894, 0.619], [-5.434, 2.859, 2.128], [-5.272, 4.041, 0.817], [-6.874, 3.509, 1.340], [-4.768, 1.720, 0.012], [-6.192, 2.375, -0.800], [-7.421, 1.137, 0.757]],
  "e_above_lowest_kcal_mol": 6.3,
  "gap_ev": 10.3,
  "smiles": "C=C[C@H]1C(=O)N[C@H](CCCCCCCCCCOC)[C@@H]1O.CCO"
}



# 2
{
  "formula": "C25H15Cl3CoFIN2O5",
  "method": "the ωB97M-V functional and the def2-TZVPD basis",
  "symbols": ["Co", "Cl", "C", "C", "C", "Cl", "C", "O", "C", "Cl", "C", "H", "H", "O", "C", "O", "C", "C", "C", "N", "C", "C", "C", "O", "O", "H", "H", "H", "F", "C", "C", "C", "C", "C", "C", "C", "H", "H", "H", "H", "H", "H", "I", "C", "C", "C", "C", "C", "N", "H", "H", "H", "H"],
  "coordinates": [[1.188, -0.938, 1.059], [0.930, -3.351, -6.188], [0.848, -2.721, -4.571], [0.593, -3.587, -3.521], [0.492, -3.077, -2.246], [0.120, -4.158, -0.955], [0.642, -1.697, -1.925], [0.481, -1.214, -0.762], [0.930, -0.885, -3.063], [1.146, 0.805, -2.797], [1.023, -1.364, -4.351], [0.463, -4.646, -3.694], [1.229, -0.693, -5.171], [-2.602, 4.767, 2.764], [-1.690, 4.268, 3.432], [-1.262, 4.566, 4.549], [-0.987, 3.043, 2.738], [-1.074, 2.866, 1.406], [-0.495, 1.676, 0.692], [0.232, 0.742, 1.536], [0.332, 1.027, 2.835], [-0.232, 2.108, 3.485], [1.235, 0.087, 3.607], [1.423, 0.221, 4.807], [1.777, -0.794, 2.863], [-1.619, 3.571, 0.797], [0.217, 2.023, -0.076], [-0.078, 2.235, 4.544], [-4.371, 4.275, -3.730], [-3.712, 3.475, -2.842], [-2.334, 3.533, -2.776], [-1.679, 2.710, -1.881], [-2.374, 1.846, -1.038], [-1.649, 0.958, -0.071], [-3.764, 1.833, -1.120], [-4.442, 2.634, -2.024], [-1.783, 4.214, -3.408], [-0.602, 2.746, -1.841], [-2.348, 0.555, 0.665], [-1.196, 0.121, -0.610], [-4.327, 1.190, -0.459], [-5.520, 2.621, -2.099], [3.954, -0.797, -0.168], [3.419, -2.438, 1.079], [4.363, -3.103, 1.798], [3.926, -4.099, 2.688], [2.551, -4.339, 2.746], [1.698, -3.668, 1.912], [2.098, -2.684, 1.050], [5.409, -2.862, 1.693], [4.626, -4.641, 3.306], [2.153, -5.066, 3.440], [0.640, -3.891, 1.897]],
  "spin_multiplicity": 2,
  "e_above_lowest_kcal_mol": 38.6,
  "s2": 0.77,
  "gap_ev": [3.6, 3.5],
  "total_charge": -2
}



# 3
{
  "formula": "C46H51BrCdFN3O3P2",
  "method": "the ωB97M-V functional and the def2-TZVPD basis",
  "symbols": ["Cd", "C", "C", "C", "P", "C", "C", "C", "C", "C", "C", "C", "C", "C", "N", "C", "C", "C", "C", "C", "C", "P", "C", "C", "C", "C", "C", "C", "H", "H", "H", "H", "H", "H", "H", "H", "H", "H", "H", "H", "H", "H", "H", "H", "H", "H", "H", "H", "H", "H", "H", "H", "H", "H", "H", "H", "H", "H", "H", "H", "H", "H", "H", "H", "O", "C", "C", "C", "C", "C", "C", "C", "N", "C", "C", "N", "H", "H", "H", "H", "H", "H", "H", "Br", "C", "C", "C", "C", "C", "C", "C", "O", "O", "H", "H", "H", "H", "F", "C", "C", "C", "C", "C", "C", "H", "H", "H", "H"],
  "coordinates": [[1.262, 0.537, -0.086], [-4.802, -1.936, -0.870], [-4.322, -1.183, 0.372], [-5.488, -0.905, 1.320], [-3.160, 0.232, -0.061], [-4.153, 1.442, -1.113], [-3.957, 1.016, -2.577], [-5.636, 1.738, -0.877], [-2.969, 1.009, 1.586], [-3.700, 2.084, 2.080], [-3.455, 2.636, 3.329], [-2.431, 2.095, 4.100], [-1.707, 1.007, 3.657], [-1.960, 0.398, 2.399], [-1.333, -0.706, 1.903], [-0.815, -1.714, 2.662], [-1.313, -2.124, 3.930], [-0.810, -3.223, 4.597], [0.189, -4.004, 4.027], [0.627, -3.681, 2.750], [0.151, -2.576, 2.056], [0.562, -2.137, 0.334], [1.829, -3.371, -0.291], [3.139, -3.278, 0.507], [1.427, -4.838, -0.478], [-1.038, -2.621, -0.514], [-0.878, -2.673, -2.036], [-1.779, -3.838, 0.037], [-5.257, -2.889, -0.582], [-5.559, -1.362, -1.411], [-3.978, -2.144, -1.558], [-3.622, -1.839, 0.905], [-6.248, -0.275, 0.853], [-5.968, -1.851, 1.599], [-5.152, -0.415, 2.233], [-3.581, 2.367, -0.975], [-4.460, 0.070, -2.786], [-4.360, 1.774, -3.256], [-2.897, 0.890, -2.803], [-6.244, 0.840, -1.003], [-5.840, 2.151, 0.107], [-5.981, 2.469, -1.617], [-4.477, 2.522, 1.474], [-4.034, 3.481, 3.684], [-2.189, 2.535, 5.063], [-0.895, 0.629, 4.261], [-2.133, -1.576, 4.369], [-1.214, -3.485, 5.570], [0.595, -4.861, 4.550], [1.355, -4.329, 2.291], [2.038, -2.953, -1.283], [3.057, -3.759, 1.480], [3.941, -3.782, -0.045], [3.424, -2.239, 0.660], [1.060, -5.289, 0.444], [0.662, -4.969, -1.242], [2.309, -5.405, -0.795], [-1.655, -1.744, -0.286], [-0.395, -3.596, -2.368], [-1.862, -2.632, -2.518], [-0.287, -1.829, -2.395], [-1.252, -4.773, -0.153], [-1.940, -3.751, 1.113], [-2.762, -3.904, -0.445], [3.418, -0.063, 0.373], [4.555, 0.425, 0.688], [5.746, -0.113, 0.109], [7.004, 0.348, 0.425], [7.171, 1.398, 1.332], [6.036, 1.960, 1.892], [4.746, 1.517, 1.593], [3.597, 2.207, 2.184], [2.394, 1.739, 2.447], [1.677, 2.792, 2.962], [2.446, 3.913, 3.020], [3.671, 3.530, 2.527], [5.613, -0.916, -0.607], [7.875, -0.102, -0.040], [8.157, 1.757, 1.598], [6.164, 2.756, 2.620], [0.645, 2.680, 3.248], [2.236, 4.920, 3.338], [4.461, 4.125, 2.366], [1.618, 0.062, -9.242], [1.685, 0.155, -7.331], [0.819, -0.628, -6.590], [0.871, -0.547, -5.203], [1.780, 0.292, -4.573], [2.638, 1.065, -5.346], [2.597, 1.008, -6.733], [1.851, 0.372, -3.046], [2.758, 1.058, -2.560], [0.966, -0.291, -2.433], [0.117, -1.285, -7.086], [0.196, -1.133, -4.592], [3.335, 1.713, -4.829], [3.256, 1.614, -7.339], [0.911, 6.866, -0.037], [0.918, 5.498, -0.073], [2.078, 4.845, -0.435], [2.076, 3.453, -0.460], [0.944, 2.699, -0.125], [-0.196, 3.419, 0.228], [-0.229, 4.814, 0.256], [2.959, 5.418, -0.700], [2.987, 2.944, -0.754], [-1.104, 2.896, 0.517], [-1.124, 5.359, 0.534]],
  "e_above_lowest_kcal_mol": 0.0,
  "gap_ev": 5.3,
  "total_charge": -2
}



# 4
{
  "formula": "C2H2Cl2S",
  "method": "the ωB97M-V functional and the def2-TZVPD basis",
  "symbols": ["C", "C", "S", "Cl", "Cl", "H", "H"],
  "coordinates": [[-1.350, 0.033, 0.046], [1.334, -0.153, 0.061], [0.012, 0.950, 0.126], [-2.871, 0.682, 0.490], [2.860, 0.697, -0.181], [-1.237, -0.922, -0.297], [1.251, -1.287, -0.245]],
  "e_above_lowest_kcal_mol": 58.6,
  "gap_ev": [7.7, 7.4]
}



# 5
{
  "formula": "C21H54BClNbO11P2S",
  "method": "the ωB97M-V functional and the def2-TZVPD basis",
  "symbols": ["C", "C", "B", "O", "Nb", "C", "S", "O", "C", "C", "C", "O", "C", "Cl", "C", "C", "H", "H", "H", "H", "H", "H", "H", "H", "H", "H", "H", "H", "H", "H", "H", "H", "H", "H", "H", "H", "H", "H", "H", "H", "O", "P", "O", "C", "C", "O", "C", "C", "O", "C", "C", "H", "H", "H", "H", "H", "H", "H", "H", "H", "H", "H", "H", "H", "H", "H", "O", "P", "O", "C", "C", "O", "C", "C", "O", "C", "C", "H", "H", "H", "H", "H", "H", "H", "H", "H", "H", "H", "H", "H", "H", "H"],
  "coordinates": [[0.648, 1.512, -0.185], [-0.353, 1.633, -1.404], [0.309, 1.592, -2.885], [-0.605, 1.920, -3.975], [2.488, 1.107, -3.446], [1.601, -0.316, -5.041], [2.605, -0.884, -1.910], [2.441, 2.669, -4.833], [2.047, 3.918, -4.272], [2.835, 5.092, -5.000], [2.368, 6.516, -4.528], [4.247, 4.891, -4.801], [4.560, 0.478, -4.247], [5.159, 1.695, -5.508], [5.622, 0.176, -3.100], [7.070, 0.686, -3.535], [0.723, 0.415, 0.067], [1.649, 1.975, -0.365], [0.152, 1.975, 0.721], [-0.905, 2.623, -1.326], [-1.161, 0.837, -1.402], [-0.866, 2.851, -3.922], [3.182, 2.245, -2.206], [1.807, -1.391, -4.745], [2.054, -0.138, -6.052], [0.478, -0.214, -5.077], [3.203, -0.373, -0.764], [0.959, 4.071, -4.570], [2.121, 3.981, -3.156], [2.653, 5.001, -6.108], [1.406, 6.843, -5.021], [3.110, 7.329, -4.774], [2.144, 6.505, -3.422], [4.551, 5.456, -4.077], [4.422, -0.491, -4.815], [5.746, -0.938, -2.966], [5.342, 0.580, -2.093], [7.136, 1.804, -3.545], [7.363, 0.265, -4.535], [7.861, 0.319, -2.812], [-2.047, 2.625, 2.809], [-3.518, 2.632, 3.213], [-3.402, 1.745, 4.625], [-2.330, 1.950, 5.537], [-2.603, 3.089, 6.503], [-4.066, 1.463, 2.189], [-3.261, 0.954, 1.129], [-2.439, -0.232, 1.593], [-5.162, 2.936, 3.506], [-5.626, 3.552, 4.690], [-5.325, 5.035, 4.721], [-1.384, 2.117, 5.022], [-2.217, 1.022, 6.104], [-2.769, 4.027, 5.965], [-1.760, 3.228, 7.183], [-3.492, 2.889, 7.105], [-2.634, 1.737, 0.699], [-3.942, 0.630, 0.338], [-1.820, 0.013, 2.457], [-1.790, -0.586, 0.790], [-3.093, -1.052, 1.901], [-5.248, 3.040, 5.574], [-6.712, 3.414, 4.708], [-4.256, 5.225, 4.580], [-5.639, 5.473, 5.670], [-5.849, 5.548, 3.912], [-0.579, -3.820, 1.807], [-1.177, -5.130, 1.304], [0.240, -5.936, 0.934], [1.375, -5.861, 1.787], [1.318, -6.878, 2.913], [-1.626, -4.641, -0.203], [-1.614, -3.267, -0.582], [-0.271, -2.870, -1.160], [-2.090, -6.521, 0.962], [-1.868, -7.758, 1.606], [-2.367, -7.757, 3.036], [1.511, -4.859, 2.196], [2.250, -6.066, 1.165], [0.426, -6.731, 3.529], [2.197, -6.790, 3.556], [1.288, -7.896, 2.521], [-1.896, -2.627, 0.254], [-2.383, -3.139, -1.348], [0.549, -3.080, -0.471], [-0.257, -1.806, -1.401], [-0.064, -3.436, -2.071], [-0.823, -8.055, 1.539], [-2.429, -8.509, 1.040], [-1.922, -6.938, 3.609], [-2.129, -8.702, 3.528], [-3.449, -7.615, 3.063]],
  "gap_ev": 4.5,
  "total_charge": -1
}



# 6
{
  "formula": "C4H6O2",
  "method": "the ωB97M-V functional and the def2-TZVPD basis",
  "symbols": ["O", "C", "C", "C", "C", "O", "H", "H", "H", "H", "H", "H"],
  "coordinates": [[-1.566, 1.331, 0.679], [-1.675, 0.424, -0.113], [-0.499, -0.190, -0.831], [0.790, 0.289, -0.217], [1.268, -0.357, 0.999], [1.890, -0.612, -0.250], [-2.669, -0.007, -0.340], [-0.558, -1.284, -0.767], [-0.572, 0.055, -1.900], [1.049, 1.334, -0.389], [1.851, 0.205, 1.725], [0.691, -1.189, 1.404]],
  "e_above_lowest_kcal_mol": 45.3,
  "gap_ev": 11.0,
  "smiles": "O=CC[C@H]1CO1"
}



Looking at electronic energy for the records above, in order, we have -1101.82130, -4608.37799, -5697.91267, -1395.86246, -3282.99941, -306.43419 Eh.
Looking at strongest force on any atom for the records above, in order, we have 1.17, 2.80, 0.50, 2.72, 8.34, 0.52 eV/A.